No. 1
DFT (ωB97M-V/def2-TZVPD) results for a molecular structure, C25H56N2O5V in a non-equilibrium geometry.

The geometry in XYZ format:
```
89
Properties=species:S:1:pos:R:3:forces:R:3
V -17.7889 11.4831 -18.3894 3.1 3.0 -3.2
C -15.4669 11.1278 -22.0577 -0.1 0.1 0.5
C -15.0611 11.0108 -20.5686 -1.7 0.7 -0.3
O -16.2204 11.0534 -19.7260 -0.4 -0.7 0.9
H -14.5619 11.3418 -22.6262 0.0 -0.3 -0.3
H -16.1666 11.9365 -22.2686 0.1 0.3 0.4
H -15.9960 10.2429 -22.4113 0.4 -0.3 0.0
H -14.3490 11.8122 -20.3716 -0.2 0.6 0.4
H -14.4030 10.1454 -20.4918 -0.5 -0.7 0.5
C -17.6481 15.2033 -20.7345 0.3 -1.2 -0.4
C -18.7116 14.3588 -20.0456 0.0 -0.3 0.3
O -18.2723 13.4107 -19.1306 0.9 -2.1 1.8
H -17.0163 14.6404 -21.4216 0.5 -0.3 0.4
H -17.0943 15.6091 -19.8880 0.4 0.6 -0.5
H -18.1146 15.9083 -21.4226 -0.2 0.6 0.5
H -19.3546 13.8290 -20.7484 -0.5 0.6 -0.4
H -19.1833 15.1643 -19.4828 -1.2 -0.2 0.0
C -16.4479 13.7483 -14.7980 -0.4 1.1 1.0
C -16.2800 13.6976 -16.2932 -2.6 0.0 -0.7
C -15.0865 14.3722 -16.7291 3.2 0.5 -0.1
O -16.2857 12.3278 -16.7893 -0.5 0.3 0.3
H -15.6416 13.3408 -14.1882 0.1 -0.8 -0.4
H -17.4184 13.4620 -14.3927 0.1 -0.6 -0.3
H -16.3769 14.7735 -14.4347 -0.1 0.5 -0.5
H -17.0694 14.1876 -16.8632 -0.8 -0.3 0.5
H -14.8291 14.3441 -17.7879 -0.5 -0.2 0.0
H -14.3034 13.8296 -16.1996 0.9 0.2 -0.1
H -14.9895 15.4088 -16.4064 -0.4 0.0 0.1
H -15.5606 11.9444 -16.2905 0.1 -0.8 -0.3
C -17.1177 18.7549 -24.6852 -0.4 -1.4 -1.3
C -16.9783 17.4019 -25.4987 -0.6 0.2 1.0
C -15.4853 16.9751 -25.3784 -1.6 -1.9 -0.3
C -15.3995 15.4747 -25.7992 0.4 0.4 0.2
C -16.3724 14.5735 -25.0791 -0.5 0.2 0.9
C -17.8786 14.9411 -25.2549 1.0 -0.8 -0.5
N -17.9188 16.3746 -24.9272 1.7 -0.5 1.4
O -19.2285 16.8164 -24.8216 -0.8 0.6 -0.7
C -18.4119 14.6193 -26.6556 -0.4 -0.4 -0.7
C -18.6315 14.0963 -24.2006 -0.3 1.0 0.4
C -17.2712 17.6651 -26.9528 -0.2 0.8 -0.5
H -18.1352 19.1346 -24.7783 0.1 0.2 0.0
H -16.4253 19.3972 -25.2293 0.0 0.5 0.5
H -16.8727 18.6395 -23.6294 0.2 0.0 -0.1
H -14.8653 17.5905 -26.0304 -0.1 0.1 0.1
H -15.1547 17.0506 -24.3425 0.0 0.1 0.0
H -14.3872 15.1544 -25.5529 0.1 -0.3 -0.3
H -15.5937 15.2829 -26.8544 0.4 0.5 -0.3
H -16.2300 14.6508 -24.0012 0.3 0.1 0.2
H -16.1429 13.5316 -25.3027 -0.4 -0.1 -0.3
H -18.7659 13.6025 -26.8258 0.0 -0.4 0.8
H -19.2979 15.2148 -26.8760 0.2 0.3 -0.1
H -17.6823 14.6874 -27.4625 0.1 0.7 0.1
H -18.4407 13.0239 -24.2413 0.4 0.1 -0.2
H -18.3243 14.5021 -23.2367 0.1 -0.3 0.2
H -19.7162 14.2031 -24.2155 -0.1 0.2 -0.4
H -17.1245 16.8011 -27.6010 0.3 0.1 0.1
H -16.6133 18.4966 -27.2052 0.1 -0.1 -0.7
H -18.2838 18.0179 -27.1484 -0.2 -0.1 0.3
H -19.3271 17.0839 -23.9049 0.0 0.0 0.1
C -21.0618 17.5759 -22.0332 0.9 0.8 -0.3
C -21.1736 18.0959 -20.5660 -1.8 -1.6 -0.6
C -22.1210 17.0584 -19.8434 1.2 -0.5 0.3
C -22.3605 17.3232 -18.3638 1.0 0.7 0.6
C -20.9704 17.4362 -17.6512 -2.2 -0.5 -1.8
C -19.9960 18.3786 -18.4262 1.8 -0.9 1.8
N -19.8448 18.0845 -19.8937 -2.2 -1.3 1.7
O -18.9675 19.0295 -20.3737 0.2 1.8 -0.7
C -20.2748 19.8922 -18.1309 0.0 -0.2 0.4
C -18.6365 17.8970 -17.7341 0.5 1.6 -0.7
C -22.0351 19.3716 -20.6706 0.6 1.2 0.2
H -22.0341 17.2359 -22.3899 0.0 0.5 -0.2
H -20.3588 16.8291 -22.4022 0.1 -1.0 1.5
H -20.6205 18.3869 -22.6125 -0.9 0.7 -0.4
H -23.0621 16.9050 -20.3714 0.0 0.5 -0.3
H -21.5875 16.1151 -19.9607 0.0 -0.4 0.3
H -22.8902 16.5244 -17.8448 -0.3 -0.1 -0.3
H -22.9244 18.2408 -18.1959 -0.2 0.1 -0.2
H -20.7052 16.3794 -17.6216 1.1 0.1 -0.4
H -21.1387 17.6415 -16.5940 0.4 0.9 -0.1
H -19.5396 20.2229 -17.3972 -0.1 0.1 0.2
H -20.2329 20.6259 -18.9360 0.4 -0.6 -0.4
H -21.2736 20.0517 -17.7248 0.0 -0.3 0.3
H -17.7997 18.5335 -18.0218 0.2 0.0 -0.8
H -18.5391 18.0773 -16.6635 -1.0 -0.3 0.3
H -18.3798 16.8609 -17.9548 -0.3 0.0 -0.1
H -21.3944 20.2063 -20.9550 -0.1 0.2 -0.3
H -22.5896 19.7096 -19.7952 0.5 -0.3 0.6
H -22.8600 19.2948 -21.3791 0.4 -0.4 -0.5
H -18.2715 18.6134 -20.8875 -0.1 -0.7 0.1
```
Positions in Å, forces in eV/Å.

Calculated values
- HOMO (spin up / spin down) (eV) = -7.786 / -7.882
- net charge = 0
- E_tot (eV) = -65731.599
- multiplicity = 4
- LUMO energy (spin up / spin down) (eV) = -0.57 / -0.59
- largest force on an atom (hartree/bohr) = 0.1039
- Kohn-Sham gap (spin up / spin down) (eV) = 7.215 / 7.296
- ΔE to the lowest compared entry with this formula, charge and spin (kJ/mol) = 478.6

***

No. 2
DFT (ωB97M-V/def2-TZVPD) results for a single CH4N2S molecule in a non-equilibrium geometry.

The geometry in XYZ format:
```
8
Properties=species:S:1:pos:R:3:forces:R:3
C 0.3870 -0.3371 -0.7843 -0.3 0.5 -0.6
N -0.4950 0.7530 0.9781 0.7 1.8 -1.0
N -0.4602 -0.3626 0.1847 1.8 0.9 -0.3
S 0.3874 -1.5233 -2.0758 0.7 2.6 -2.3
H 1.0926 0.4885 -1.1871 -1.3 -0.7 1.5
H 0.0857 1.6137 0.7143 -0.9 -2.0 0.6
H -0.6924 0.6105 1.9474 0.0 -0.2 0.1
H 0.2149 -2.6203 -1.5259 -0.6 -2.8 2.0
```
Positions in Å, forces in eV/Å.

Calculated values
- SMILES = N/N=C/S
- HOMO (eV) = -8.325
- net charge = 0
- E_tot (eV) = -14915.251
- LUMO energy (eV) = 1.02
- largest force on an atom (hartree/bohr) = 0.0690
- Kohn-Sham gap (eV) = 9.345
- ΔE to the lowest compared entry with this formula, charge and spin (kJ/mol) = 227.1

***

No. 3
DFT (ωB97M-V/def2-TZVPD) results for a single C17H27N5O3S molecule in a non-equilibrium geometry.

The geometry in XYZ format:
```
53
Properties=species:S:1:pos:R:3:forces:R:3
C -2.0904 -3.8796 -1.2459 -0.3 -2.8 -5.8
H -2.1306 -4.8129 -0.7779 -1.3 -1.3 1.1
H -2.7662 -3.0912 -1.0759 -0.9 0.4 0.8
H -2.1979 -4.1314 -2.4164 -0.6 0.3 2.2
C -0.7282 -3.4796 -1.2153 1.8 5.4 5.0
C -0.6039 -2.0931 -1.7936 -0.2 1.3 -4.6
H 0.2984 -1.6546 -1.3975 0.5 0.5 -0.4
H -0.5374 -2.1965 -3.0341 0.3 0.3 3.0
H -1.4178 -1.2839 -1.7670 0.7 -1.6 0.7
C -0.4339 -3.1880 0.4297 -0.2 5.7 -2.6
C -1.5050 -2.0698 1.2556 0.7 -7.4 -0.5
N -1.4794 -0.7684 0.8148 10.3 -7.8 5.2
C -0.3282 -0.1929 1.0096 -0.1 9.8 -0.6
N -0.5878 1.3182 0.7687 -3.1 -5.0 -3.1
C -1.8786 1.1641 0.1253 0.7 2.3 4.7
C -2.4532 -0.1387 0.4783 -5.0 8.1 -5.2
C -3.6708 -0.5882 -0.0260 0.6 6.5 -0.4
O -4.3155 -1.5516 0.0312 -1.9 -2.4 -0.5
N -4.2262 0.8219 -0.6477 -5.4 -10.5 0.6
C -3.8926 2.0580 -0.5876 -3.1 4.5 -4.8
O -4.5968 2.8849 -1.2627 1.4 -0.6 2.3
N -2.6930 2.3179 -0.1078 4.7 -0.2 0.2
C -1.9889 3.6538 -0.2817 -0.4 0.4 -1.6
H -1.8021 3.9427 0.8379 -0.1 0.3 -2.6
H -2.7111 4.3728 -1.0463 1.8 -2.1 3.0
H -0.9861 3.5211 -0.9406 -2.2 0.0 2.0
H -5.2703 0.3988 -0.9154 3.4 2.8 0.5
S 1.1778 -0.3294 1.8285 -2.5 -8.6 0.9
C 1.9546 1.0584 1.8983 7.5 3.2 -3.4
H 1.3696 1.8026 2.2274 -1.6 3.0 1.7
C 2.5392 1.5802 0.3436 -0.3 -15.0 1.9
N 3.8173 0.9107 -0.0081 1.8 3.0 1.8
C 3.8710 -0.4491 -0.1502 -3.6 -4.9 -1.5
C 5.2554 -1.1022 -0.3760 0.6 19.1 2.9
O 5.8990 -0.3456 -1.3839 1.2 1.3 -0.8
C 5.9729 1.3048 -1.0845 -2.9 -7.9 6.4
C 4.5354 1.6465 -1.1415 1.9 3.0 11.4
H 4.5464 2.7251 -0.4653 -0.2 -2.0 -3.0
H 3.9505 1.5520 -1.9075 -2.5 0.0 -5.4
H 6.3192 1.7073 -1.8693 4.1 2.5 -5.6
H 6.5713 1.2279 -0.0361 -1.8 1.1 -2.7
H 5.1552 -1.9566 -0.3943 -1.1 -15.4 -2.0
H 5.7261 -0.8795 0.6215 0.3 -0.2 -0.5
H 3.3410 -1.1662 0.6922 1.2 2.3 -1.7
H 3.1573 -0.6458 -1.1595 1.4 -0.5 1.8
H 1.9391 1.1007 -0.3721 -2.2 0.6 -1.0
H 2.6862 2.4504 0.4026 1.5 12.6 0.2
H 3.0077 0.8413 2.5076 -3.0 0.6 -1.3
H -2.4488 -2.4895 0.9589 -0.6 -0.2 0.4
H -1.3428 -2.3166 2.3511 -0.1 1.1 -1.2
H 0.5651 -2.7033 0.5230 -0.5 -0.7 0.0
H -0.4781 -4.0892 0.8456 -0.2 -3.5 2.4
H 0.1767 -3.9629 -1.5247 -0.3 -1.4 -0.4
```
Positions in Å, forces in eV/Å.

Calculated values
- SMILES = CC(C)CCn1c(SCCN2CCOCC2)nc2c1c(=O)[nH]c(=O)n2C
- HOMO (eV) = -7.869
- net charge = 0
- E_tot (eV) = -42479.114
- LUMO energy (eV) = 0.18
- largest force on an atom (hartree/bohr) = 0.3756
- Kohn-Sham gap (eV) = 8.050
- ΔE to the lowest compared entry with this formula, charge and spin (kJ/mol) = 1748.5

***

No. 4
DFT (ωB97M-V/def2-TZVPD) results for 11 unconnected molecules or ions with the total composition C41H33F17O35 in a non-equilibrium geometry.

The geometry in XYZ format:
```
126
Properties=species:S:1:pos:R:3:forces:R:3
O 7.5112 -3.3540 3.6614 1.8 0.0 1.5
C 6.5148 -3.3614 3.0421 -2.0 -0.5 -1.2
C 6.2531 -4.3402 1.8974 0.1 -0.2 0.6
C 5.6790 -3.8922 0.8001 -0.6 0.8 0.1
C 5.3069 -2.4098 0.8272 -0.4 -1.8 1.5
O 5.4576 -1.6922 -0.0923 0.0 1.3 -1.7
C 4.7646 -1.9228 2.1754 -1.3 0.1 -0.3
C 3.5943 -0.9748 2.1880 1.6 -0.9 1.0
O 3.5694 -0.1314 1.3670 -0.9 1.7 -1.7
C 2.4114 -1.0052 3.2269 -0.1 -0.4 -0.4
F 1.4496 -0.1747 2.7334 -0.2 -0.1 -0.4
F 2.7224 -0.4995 4.4043 0.6 -0.2 0.5
C 1.7396 -2.3922 3.4083 -1.0 0.3 0.7
F 1.1092 -2.3727 4.6007 -0.2 0.1 0.0
F 2.5936 -3.4148 3.4569 0.6 0.1 -0.3
C 0.6529 -2.7077 2.3396 -0.4 -0.5 -0.5
F 0.3509 -4.0088 2.4865 0.2 -0.3 0.0
F -0.5009 -2.0598 2.5826 0.1 0.7 0.1
C 1.1283 -2.5366 0.8670 -0.8 1.4 -0.2
O 1.8660 -3.3325 0.4387 1.6 -1.9 -0.6
O 0.6732 -1.5300 0.0754 0.2 0.3 1.2
C 5.3597 -2.3638 3.2613 0.9 -1.0 -0.7
F 5.0251 -2.0067 4.4664 0.1 -0.1 0.7
H 6.5418 -5.3901 1.9818 0.3 0.5 0.3
H 5.4523 -4.5255 -0.0579 0.2 0.4 0.0
H 0.8594 -0.6942 0.5434 -0.6 0.0 -0.2
C -3.5765 -1.7309 1.1766 0.3 -0.6 0.4
C -3.1960 -0.3498 0.7216 0.2 0.0 -0.5
O -4.4354 0.1868 0.2908 -0.1 -0.1 0.6
C -5.3947 -0.4289 1.0344 -0.4 0.0 -0.1
O -6.5164 -0.0430 1.1330 0.1 -0.1 -0.1
O -4.9101 -1.5325 1.6545 0.0 0.4 -0.2
F -2.3464 -0.3924 -0.3336 0.0 0.1 0.0
H -3.5891 -2.4517 0.3598 0.1 0.2 -0.1
H -2.9272 -2.1046 1.9650 -0.2 0.0 0.1
H -2.7740 0.2844 1.5033 0.1 0.1 -0.1
C 4.0443 -0.0457 -2.2642 0.4 0.0 0.5
C 3.6145 -0.8770 -3.4383 -0.4 -0.3 0.0
O 2.7574 0.0099 -4.1540 0.5 0.4 0.1
C 3.2066 1.2667 -3.8891 -0.3 0.2 -0.2
O 2.9099 2.2339 -4.5114 0.0 0.0 0.1
O 4.0486 1.2752 -2.8200 -0.2 -0.2 -0.4
F 2.8948 -1.9559 -3.0412 0.0 0.0 -0.1
H 3.3320 -0.0890 -1.4370 -0.1 -0.1 -0.1
H 5.0275 -0.3200 -1.8949 0.0 0.2 -0.1
H 4.4351 -1.2016 -4.0879 -0.7 0.1 0.5
C -6.3285 1.3315 4.3442 -0.6 -0.4 -0.2
C -4.8530 1.2384 4.5983 0.2 0.3 -0.2
O -4.5916 2.3852 5.3791 -0.3 -0.4 0.2
C -5.7480 2.6485 6.0670 -0.3 0.4 0.3
O -5.8188 3.3669 7.0048 0.1 0.0 -0.2
O -6.7989 1.9692 5.5333 0.6 0.1 0.0
F -4.1506 1.3272 3.4350 0.2 -0.1 0.0
H -6.5632 1.9532 3.4784 0.2 0.0 0.0
H -6.7917 0.3558 4.2120 -0.1 0.1 0.1
H -4.5445 0.3450 5.1456 0.2 0.0 -0.2
C 7.0508 -0.7657 -7.4312 0.3 0.5 -0.2
C 5.7471 -1.4391 -7.7617 0.1 -0.4 -0.4
O 5.5630 -2.3150 -6.6607 0.0 0.6 0.2
C 6.1850 -1.7305 -5.6018 0.4 -0.3 0.4
O 6.0106 -2.0429 -4.4653 0.5 -0.2 -0.5
O 7.0187 -0.7406 -6.0017 -0.3 -0.3 0.0
F 5.8416 -2.1724 -8.8947 -0.1 0.0 0.0
H 7.9140 -1.3439 -7.7653 -0.2 -0.1 -0.1
H 7.1202 0.2399 -7.8402 0.0 0.1 0.2
H 4.8938 -0.7617 -7.8358 0.0 -0.1 -0.1
C -6.0912 -3.7006 -3.2024 -0.4 0.2 -0.4
C -4.7582 -3.4558 -2.5487 0.0 0.1 0.4
O -4.4918 -4.6873 -1.9096 -0.1 0.0 -0.5
C -5.1179 -5.6462 -2.6508 -0.1 -0.5 0.1
O -4.8903 -6.8070 -2.5642 -0.1 0.1 0.0
O -6.0227 -5.0970 -3.5016 0.4 0.1 0.3
F -4.8340 -2.4836 -1.6045 0.0 0.1 0.0
H -6.9268 -3.5136 -2.5252 0.2 0.0 0.1
H -6.2314 -3.1116 -4.1062 0.0 -0.2 -0.1
H -3.9496 -3.2227 -3.2445 0.0 0.1 0.1
C -9.8006 2.5560 0.0191 0.2 0.4 -0.3
C -9.4334 1.3351 0.8165 0.1 0.0 0.5
O -10.6889 0.7240 1.0528 0.1 0.1 -0.6
C -11.4858 1.0703 -0.0015 -0.5 -0.1 -0.1
O -12.5058 0.5345 -0.2758 0.1 0.1 0.1
O -10.9492 2.1080 -0.7017 0.1 -0.3 0.3
F -8.8809 1.6735 2.0089 0.0 -0.1 0.0
H -10.0756 3.4003 0.6544 0.0 -0.1 0.2
H -9.0086 2.8685 -0.6586 -0.2 -0.1 -0.1
H -8.7779 0.6359 0.2957 0.1 0.0 0.2
C 3.1127 3.0384 0.4471 0.4 -0.4 0.3
C 2.5652 3.1539 -0.9491 -0.3 -0.1 -0.1
O 1.9683 4.4417 -0.9424 0.6 0.1 0.3
C 2.6729 5.1846 -0.0462 -0.2 0.3 0.0
O 2.6295 6.3690 0.0275 0.0 -0.1 0.1
O 3.4408 4.3964 0.7528 -0.2 0.1 -0.3
F 1.6041 2.2238 -1.1798 0.0 0.0 -0.1
H 2.3683 2.6747 1.1592 -0.1 0.0 -0.2
H 3.9924 2.3995 0.5009 0.1 0.2 0.0
H 3.3173 3.1030 -1.7372 -0.2 0.0 0.0
C 0.4317 8.8771 -0.0501 0.5 -0.4 0.4
C -0.1203 9.0018 -1.4423 -0.5 -0.1 0.1
O -0.7155 10.2868 -1.4297 0.6 0.0 0.1
C -0.0063 11.0282 -0.5257 0.0 0.5 0.2
O -0.0506 12.2098 -0.4470 -0.1 -0.1 0.0
O 0.7615 10.2324 0.2652 -0.3 0.1 -0.4
F -1.0830 8.0758 -1.6793 0.0 0.0 -0.1
H -0.3114 8.5100 0.6609 -0.2 0.0 -0.2
H 1.3097 8.2370 -0.0037 0.1 0.2 0.0
H 0.6320 8.9550 -2.2323 -0.1 -0.1 -0.1
C -1.6215 -7.5670 -2.9168 -0.4 -0.3 -0.5
C -0.7396 -6.3936 -2.5907 -0.3 0.3 0.3
O -0.3464 -6.6585 -1.2591 0.2 -0.4 -0.4
C -0.3533 -8.0208 -1.1215 0.0 -0.4 0.4
O 0.1698 -8.6059 -0.2345 -0.1 0.1 -0.1
O -1.0326 -8.6123 -2.1399 0.3 0.4 0.2
F -1.4363 -5.2265 -2.6193 0.1 0.1 0.0
H -2.6544 -7.4152 -2.5982 0.1 0.2 0.1
H -1.6137 -7.8151 -3.9767 0.1 -0.2 0.1
H 0.1468 -6.3028 -3.2222 0.0 0.2 0.0
C 4.8112 4.0840 3.9162 0.4 0.5 -0.1
C 3.7641 3.5918 4.8764 -0.5 0.2 -0.2
O 3.5801 2.2444 4.4729 0.5 0.0 0.1
C 4.7681 1.8393 3.9424 0.3 -0.3 -0.2
O 5.0656 0.7044 3.7456 0.0 0.3 -0.1
O 5.5726 2.8961 3.6722 -0.4 -0.3 0.2
F 2.5968 4.2590 4.7206 0.0 -0.1 0.1
H 4.3812 4.4396 2.9786 -0.2 0.0 0.1
H 5.4336 4.8700 4.3385 0.2 -0.2 0.0
H 4.0626 3.6197 5.9263 -0.2 0.0 0.0
```
Positions in Å, forces in eV/Å.

Calculated values
- SMILES = O=C1C=CC(=O)C(C(=O)C(F)(F)C(F)(F)C(F)(F)C(=O)O)=C1F.O=C1OC[C@@H](F)O1.O=C1OC[C@@H](F)O1.O=C1OC[C@@H](F)O1.O=C1OC[C@@H](F)O1.O=C1OC[C@@H](F)O1.O=C1OC[C@@H](F)O1.O=C1OC[C@@H](F)O1.O=C1OC[C@@H](F)O1.O=C1OC[C@@H](F)O1.O=C1OC[C@@H](F)O1
- HOMO (eV) = -10.703
- net charge = 0
- E_tot (eV) = -160910.313
- LUMO energy (eV) = -1.61
- largest force on an atom (hartree/bohr) = 0.0497
- Kohn-Sham gap (eV) = 9.091